[1]
The following is a quantum chemistry calculation of an isolated ion of composition C19H31F3N4O6PS2 and charge +1 at a distorted geometry, from OMol25.

Atoms and positions in Å:
C (5.92, 1.19, 0.48)
C (4.90, 0.08, 0.19)
C (3.77, 0.57, -0.74)
C (2.39, 0.13, -0.24)
N (1.40, 0.49, -1.27)
C (0.06, 0.27, -0.94)
C (-0.69, -0.69, -1.64)
C (-0.10, -1.50, -2.75)
C (1.08, -2.41, -2.38)
C (0.68, -3.54, -1.44)
C (0.59, -3.13, 0.04)
C (-0.36, -3.99, 0.88)
N (-1.55, -3.22, 1.29)
C (-2.05, -0.85, -1.30)
N (-2.80, -1.72, -2.08)
C (-2.96, -2.90, -1.84)
S (-3.12, -4.42, -1.71)
C (-2.63, -0.11, -0.23)
P (-4.41, -0.45, 0.17)
O (-4.86, -1.74, -0.34)
O (-5.16, 0.78, -0.46)
O (-4.65, -0.33, 1.73)
C (-1.83, 0.83, 0.41)
S (-2.50, 1.85, 1.77)
O (-1.64, 2.95, 2.07)
O (-3.84, 2.22, 1.47)
C (-2.44, 0.78, 3.33)
F (-3.59, 0.89, 3.93)
F (-2.17, -0.49, 3.03)
F (-1.49, 1.26, 4.10)
N (-0.53, 1.01, 0.04)
O (0.27, 1.93, 0.65)
C (0.47, 3.14, -0.15)
C (0.43, 4.42, 0.69)
C (-0.67, 5.34, 0.17)
H (5.70, 1.66, 1.44)
H (6.92, 0.76, 0.53)
H (5.92, 1.92, -0.32)
H (5.41, -0.74, -0.31)
H (4.46, -0.30, 1.10)
H (3.77, 1.65, -0.80)
H (3.90, 0.16, -1.74)
H (2.23, 0.63, 0.71)
H (2.40, -0.94, -0.06)
H (1.55, 1.43, -1.61)
H (-0.84, -2.11, -3.24)
H (0.25, -0.79, -3.51)
H (1.42, -2.85, -3.31)
H (1.93, -1.88, -1.98)
H (-0.22, -4.03, -1.80)
H (1.47, -4.30, -1.50)
H (0.36, -2.08, 0.17)
H (1.60, -3.27, 0.44)
H (0.17, -4.32, 1.77)
H (-0.63, -4.88, 0.31)
H (-1.36, -2.77, 2.18)
H (-2.35, -3.82, 1.37)
H (-5.73, 1.22, 0.19)
H (-4.23, -1.06, 2.21)
H (1.45, 3.09, -0.63)
H (-0.30, 3.17, -0.92)
H (1.37, 4.94, 0.53)
H (0.29, 4.18, 1.73)
H (-0.53, 5.53, -0.89)
H (-0.66, 6.29, 0.70)
H (-1.64, 4.88, 0.30)

As for the total charge: +1. The calculation puts the HOMO-LUMO gap at 7.76 eV. The calculation puts the maximum force at 1.95 eV/A. The value obtained for the calculated total energy is -77555.27885 eV. The calculation puts the LUMO energy at -0.1644 Eh. Its spin multiplicity is 1.


[2]
The following is a quantum chemistry calculation of C3H2CuO3 as an isolated structure at a distorted geometry, from OMol25.

Atoms and positions in Å:
C (0.53, -1.92, -0.60)
C (1.14, -0.84, -0.93)
O (1.03, 0.38, -0.76)
C (-0.63, 0.92, 0.53)
O (-1.18, -0.11, 0.84)
O (-0.57, 2.06, 0.86)
H (0.71, -2.94, -0.91)
Cu (-0.48, 3.82, 0.76)
H (-0.54, -1.37, 0.20)

As for the total charge: +2. As for the expectation value of S²: 0.76. The calculation puts the HOMO-LUMO gap (spin up / spin down) at 8.33 / 6.92 eV. The calculation puts the maximum force at 9.80 eV/A. The value obtained for the calculated total energy is -53899.97605 eV. The energy relative to the best compared isomer or geometry (same formula, charge and spin) is 0.423 eV. The calculation puts the LUMO energy (spin up / spin down) at -0.4279 / -0.4800 Eh. Its spin multiplicity is 2.


[3]
The following is a quantum chemistry calculation of a 4-piece molecular cluster, C24H72N12O4P4 overall at a distorted geometry, from OMol25.

Atoms and positions in Å:
C (24.52, -3.46, 14.96)
N (23.95, -4.40, 15.87)
C (24.76, -5.58, 16.12)
P (22.57, -4.12, 16.81)
O (21.68, -3.13, 16.22)
N (21.98, -5.60, 17.25)
C (20.91, -5.62, 18.20)
C (21.81, -6.67, 16.22)
N (23.25, -3.50, 18.24)
C (23.35, -2.02, 18.37)
C (23.82, -4.28, 19.32)
H (23.81, -2.71, 14.60)
H (24.75, -3.91, 13.99)
H (25.31, -2.81, 15.35)
H (24.48, -6.18, 16.98)
H (25.80, -5.31, 16.35)
H (24.77, -6.18, 15.20)
H (21.05, -4.99, 19.09)
H (20.00, -5.19, 17.75)
H (20.60, -6.61, 18.54)
H (22.31, -6.36, 15.29)
H (22.37, -7.53, 16.58)
H (20.76, -6.65, 15.95)
H (24.17, -1.79, 17.66)
H (22.54, -1.52, 17.84)
H (23.79, -1.77, 19.33)
H (23.09, -5.02, 19.68)
H (24.06, -3.70, 20.20)
H (24.62, -4.88, 18.89)
C (26.62, -6.51, 20.25)
N (27.57, -6.34, 21.32)
C (28.28, -7.55, 21.71)
P (28.37, -4.84, 21.40)
O (29.24, -4.54, 20.27)
N (27.07, -3.75, 21.52)
C (26.02, -4.16, 22.48)
C (27.25, -2.30, 21.60)
N (29.05, -4.84, 22.96)
C (28.61, -5.54, 24.15)
C (30.17, -3.92, 23.20)
H (26.33, -5.55, 19.82)
H (25.61, -6.90, 20.44)
H (27.06, -7.17, 19.50)
H (28.64, -8.04, 20.80)
H (27.59, -8.27, 22.16)
H (29.06, -7.41, 22.44)
H (25.03, -3.82, 22.17)
H (25.73, -5.22, 22.48)
H (26.37, -3.83, 23.46)
H (26.66, -1.92, 22.43)
H (28.29, -1.98, 21.63)
H (26.86, -1.88, 20.66)
H (28.71, -4.90, 25.03)
H (27.55, -5.78, 24.17)
H (29.15, -6.49, 24.25)
H (29.77, -3.05, 23.72)
H (30.76, -3.65, 22.33)
H (30.89, -4.46, 23.82)
C (29.27, -11.34, 15.78)
N (29.79, -9.98, 15.96)
C (30.99, -9.94, 16.79)
P (29.75, -8.99, 14.59)
O (30.60, -9.42, 13.48)
N (28.11, -8.92, 14.27)
C (27.15, -8.13, 15.02)
C (27.64, -9.43, 12.98)
N (30.16, -7.45, 15.12)
C (30.92, -6.60, 14.21)
C (29.82, -6.90, 16.44)
H (29.67, -11.95, 16.60)
H (29.62, -11.65, 14.79)
H (28.20, -11.50, 15.89)
H (31.37, -8.93, 16.94)
H (31.79, -10.49, 16.28)
H (30.82, -10.26, 17.82)
H (27.09, -7.06, 14.76)
H (26.17, -8.51, 14.75)
H (27.34, -8.16, 16.09)
H (27.86, -10.50, 12.87)
H (26.55, -9.43, 12.98)
H (28.07, -8.89, 12.14)
H (31.44, -5.74, 14.64)
H (31.60, -7.22, 13.63)
H (30.22, -6.20, 13.46)
H (30.71, -6.69, 17.04)
H (29.29, -7.69, 16.98)
H (29.14, -6.07, 16.23)
C (26.46, -5.51, 8.23)
N (25.43, -4.59, 8.74)
C (24.28, -4.33, 7.88)
P (25.35, -3.84, 10.27)
O (24.73, -2.49, 10.26)
N (24.41, -4.95, 11.13)
C (24.48, -6.38, 10.96)
C (23.17, -4.44, 11.71)
N (26.93, -3.97, 10.89)
C (27.18, -4.17, 12.27)
C (28.00, -3.26, 10.15)
H (27.03, -5.86, 9.09)
H (27.16, -4.92, 7.62)
H (25.93, -6.21, 7.59)
H (23.36, -4.41, 8.46)
H (24.38, -4.94, 6.98)
H (24.31, -3.32, 7.44)
H (24.50, -6.88, 11.94)
H (23.66, -6.80, 10.36)
H (25.34, -6.63, 10.34)
H (22.62, -5.14, 12.35)
H (23.41, -3.62, 12.39)
H (22.43, -4.09, 10.98)
H (26.35, -4.68, 12.77)
H (28.01, -4.86, 12.45)
H (27.37, -3.28, 12.89)
H (27.90, -2.18, 10.35)
H (27.81, -3.29, 9.08)
H (28.96, -3.60, 10.52)

As for the total charge: 0. The calculation puts the HOMO-LUMO gap at 8.31 eV. The calculation puts the maximum force at 3.58 eV/A. The value obtained for the calculated total energy is -89285.13757 eV. The energy relative to the best compared isomer or geometry (same formula, charge and spin) is 3.372 eV. The calculation puts the LUMO energy at 0.0141 Eh. Its spin multiplicity is 1. The SMILES is CN(C)P(=O)(N(C)C)N(C)C.CN(C)P(=O)(N(C)C)N(C)C.CN(C)P(=O)(N(C)C)N(C)C.CN(C)P(=O)(N(C)C)N(C)C.


[4]
The following is a quantum chemistry calculation of an isolated molecule of C2H3F4N at a distorted geometry, from OMol25.

Atoms and positions in Å:
N (-0.56, -0.29, -0.87)
C (0.40, -0.96, -0.11)
F (1.01, -2.00, -0.68)
F (-0.07, -1.44, 1.10)
C (1.78, 0.13, 0.32)
F (1.39, 1.31, 0.68)
F (2.74, 0.28, -0.56)
H (-1.51, -0.54, -0.62)
H (-0.50, 0.65, -0.96)
H (2.16, -0.48, 1.25)

As for the total charge: 0. The calculation puts the HOMO-LUMO gap at 11.66 eV. The calculation puts the maximum force at 5.95 eV/A. The value obtained for the calculated total energy is -14482.05701 eV. The energy relative to the best compared isomer or geometry (same formula, charge and spin) is 0.580 eV. The calculation puts the LUMO energy at 0.0350 Eh. Its spin multiplicity is 1. The SMILES is NC(F)(F)C(F)F.


[5]
The following is a quantum chemistry calculation of an isolated molecule of C5H4S at a distorted geometry, from OMol25.

Atoms and positions in Å:
C (-3.42, -0.61, -0.07)
C (-2.25, -0.32, -0.18)
C (-0.95, 0.17, -0.38)
C (0.22, 0.42, -0.43)
C (1.60, 0.73, -0.05)
S (2.38, -0.90, -0.28)
H (-4.26, -1.23, -0.03)
H (2.19, 1.59, -0.56)
H (1.76, 0.98, 1.01)
H (2.72, -0.83, 0.97)

As for the total charge: 0. The calculation puts the HOMO-LUMO gap at 9.63 eV. The calculation puts the maximum force at 2.09 eV/A. The value obtained for the calculated total energy is -16080.48775 eV. The energy relative to the best compared isomer or geometry (same formula, charge and spin) is 2.842 eV. The calculation puts the LUMO energy at 0.0212 Eh. Its spin multiplicity is 1. The SMILES is C#CC#CCS.


[6]
The following is a quantum chemistry calculation of C24H27AgFN7O3S as an isolated structure, from OMol25.

Atoms and positions in Å:
Ag (-0.38, -0.07, 0.15)
C (3.25, -2.95, -0.92)
C (2.27, -2.02, -0.28)
N (1.55, -1.16, -0.90)
N (1.73, -1.04, -2.25)
C (0.71, -0.54, -2.90)
N (0.99, -0.25, -4.22)
S (-0.91, -0.23, -2.37)
C (2.08, -2.08, 1.21)
C (2.94, -2.83, 2.00)
C (2.73, -2.87, 3.37)
C (1.67, -2.17, 3.92)
C (0.85, -1.45, 3.05)
N (1.06, -1.41, 1.74)
H (3.18, -2.86, -2.00)
H (3.06, -3.98, -0.62)
H (4.28, -2.71, -0.62)
H (1.82, -0.69, -4.58)
H (0.19, -0.24, -4.83)
H (3.77, -3.36, 1.56)
H (3.39, -3.45, 4.01)
H (1.46, -2.19, 4.98)
H (0.00, -0.88, 3.41)
C (-5.11, 6.01, 2.39)
C (-5.48, 4.61, 1.92)
N (-4.35, 3.89, 1.35)
C (-3.65, 3.01, 2.15)
C (-2.56, 2.31, 1.78)
C (-2.02, 1.22, 2.72)
O (-2.06, 1.48, 3.93)
O (-1.68, 0.16, 2.14)
C (-1.97, 2.60, 0.48)
O (-0.87, 2.26, 0.10)
C (-2.83, 3.40, -0.43)
C (-2.47, 3.45, -1.77)
C (-3.23, 4.19, -2.64)
F (-2.92, 4.19, -3.96)
C (-4.32, 4.94, -2.20)
C (-4.69, 4.87, -0.86)
C (-3.98, 4.06, 0.03)
N (-5.09, 5.78, -3.06)
C (-6.49, 5.46, -3.24)
C (-7.28, 6.78, -3.25)
N (-6.28, 7.86, -3.58)
C (-5.45, 7.46, -4.76)
C (-4.52, 6.31, -4.29)
H (-5.98, 6.51, 2.82)
H (-4.74, 6.61, 1.56)
H (-4.33, 5.96, 3.15)
H (-6.29, 4.63, 1.19)
H (-5.84, 4.01, 2.76)
H (-4.04, 2.87, 3.15)
H (-1.62, 2.87, -2.11)
H (-5.51, 5.48, -0.52)
H (-6.85, 4.82, -2.43)
H (-6.66, 4.92, -4.18)
H (-7.70, 7.03, -2.27)
H (-8.06, 6.81, -4.00)
H (-5.65, 7.90, -2.78)
H (-6.73, 8.77, -3.71)
H (-4.89, 8.33, -5.10)
H (-6.14, 7.15, -5.53)
H (-3.52, 6.69, -4.09)
H (-4.45, 5.58, -5.09)

As for the total charge: 0. The calculation puts the HOMO-LUMO gap at 4.20 eV. The calculation puts the maximum force at 0.47 eV/A. The value obtained for the calculated total energy is -59449.29691 eV. The energy relative to the best compared isomer or geometry (same formula, charge and spin) is 0.031 eV. The calculation puts the LUMO energy at -0.0625 Eh. Its spin multiplicity is 1.


Copy entry 2 word for word.
The following is a quantum chemistry calculation of C3H2CuO3 as an isolated structure at a distorted geometry, from OMol25.

Atoms and positions in Å:
C (0.53, -1.92, -0.60)
C (1.14, -0.84, -0.93)
O (1.03, 0.38, -0.76)
C (-0.63, 0.92, 0.53)
O (-1.18, -0.11, 0.84)
O (-0.57, 2.06, 0.86)
H (0.71, -2.94, -0.91)
Cu (-0.48, 3.82, 0.76)
H (-0.54, -1.37, 0.20)

As for the total charge: +2. As for the expectation value of S²: 0.76. The calculation puts the HOMO-LUMO gap (spin up / spin down) at 8.33 / 6.92 eV. The calculation puts the maximum force at 9.80 eV/A. The value obtained for the calculated total energy is -53899.97605 eV. The energy relative to the best compared isomer or geometry (same formula, charge and spin) is 0.423 eV. The calculation puts the LUMO energy (spin up / spin down) at -0.4279 / -0.4800 Eh. Its spin multiplicity is 2.